This record from the OMol25 dataset describes C17H27ClN2O3 in the gas phase. The level of theory is ωB97M-V with the def2-TZVPD basis set.

XYZ file:
```
50
Properties=species:S:1:pos:R:3:forces:R:3
C 4.530138 -1.937792 -0.608257 -0.36 0.34 -0.04
C 3.413447 -1.089629 -1.197853 0.36 -0.47 -0.29
H 2.595224 -1.729142 -1.544916 0.10 0.12 0.01
H 3.785106 -0.501548 -2.044482 -0.12 -0.09 0.10
O 2.962540 -0.227682 -0.165459 -0.03 0.11 0.14
C 1.917776 0.621101 -0.333311 -0.18 0.26 0.14
C 1.620514 1.379848 0.793354 0.06 -0.14 -0.25
C 0.572530 2.280604 0.807709 0.07 -0.10 -0.38
C -0.232315 2.456587 -0.306468 0.07 0.07 0.26
C 0.088425 1.716906 -1.440564 0.07 -0.03 0.02
C 1.133927 0.808011 -1.488385 0.06 -0.11 -0.16
O 1.438183 0.077888 -2.613125 0.11 0.09 0.48
C 0.690915 0.292297 -3.784386 -0.10 0.01 -0.17
H -0.362288 0.023512 -3.649661 0.03 0.03 0.01
H 0.763173 1.329130 -4.127459 -0.02 -0.03 0.02
H 1.133198 -0.364938 -4.531735 -0.08 0.06 0.00
H -0.518362 1.873557 -2.319690 -0.03 -0.03 -0.14
C -1.441604 3.363530 -0.349092 -0.03 0.09 -0.21
N -2.705746 2.685743 -0.590251 -0.02 -0.08 -0.32
H -2.596068 1.996155 -1.325354 -0.07 0.11 0.01
C -3.365566 2.103489 0.557998 -0.03 -0.22 0.28
C -2.619674 1.005581 1.336751 -0.16 0.03 -0.34
H -1.686239 1.404869 1.728311 0.01 -0.01 0.11
C -2.292127 -0.222807 0.489262 0.04 0.19 0.14
N -1.188633 -0.977846 1.054483 -0.01 -0.12 -0.08
C -0.667623 -1.968903 0.130426 0.23 -0.15 0.14
C 0.557901 -2.639633 0.750367 -0.10 0.11 -0.37
H 0.937681 -3.428273 0.097581 0.02 0.09 -0.02
O 0.240785 -3.257993 1.974992 -0.04 -0.20 0.04
C -0.279735 -2.307167 2.873272 -0.31 0.17 0.18
C -1.526652 -1.627578 2.309184 0.30 -0.08 0.11
H -1.874585 -0.877550 3.019212 -0.04 -0.03 0.05
H -2.321759 -2.383409 2.168605 0.00 0.05 0.03
H -0.516110 -2.848154 3.791248 0.01 0.09 -0.01
H 0.479418 -1.538577 3.081975 -0.05 -0.04 0.03
H 1.336328 -1.880918 0.911216 0.00 -0.05 -0.06
H -0.375040 -1.469583 -0.795973 0.00 -0.02 -0.05
H -1.423462 -2.741315 -0.106060 0.04 0.04 -0.02
H -1.963668 0.101469 -0.502273 -0.06 -0.04 0.00
H -3.195330 -0.847721 0.358055 0.04 0.00 -0.04
H -3.246862 0.722743 2.183675 0.01 0.02 0.10
H -4.319889 1.704962 0.199606 -0.04 0.06 0.11
H -3.583277 2.922528 1.250536 -0.12 -0.07 -0.02
H -1.308142 4.084028 -1.165989 0.09 0.01 0.18
H -1.531114 3.921198 0.583587 0.03 0.04 -0.11
Cl 0.303412 3.183898 2.261148 -0.02 0.11 0.26
H 2.236127 1.239748 1.667004 0.06 -0.02 0.10
H 4.921577 -2.609750 -1.366395 0.06 -0.09 -0.08
H 4.151530 -2.522300 0.225862 0.00 -0.10 0.09
H 5.332016 -1.299175 -0.248277 0.12 0.03 0.03
```
Forces are in eV/Å.

SMILES string ... CCOc1cc(Cl)c(CNCCCN2CCOCC2)cc1OC
Charge ... 0
DFT total energy ... -1459.355065 a.u.

=====

This record from the OMol25 dataset describes a molecular structure, C17H27CrF2O16 in a non-equilibrium geometry. The level of theory is ωB97M-V with the def2-TZVPD basis set.

XYZ file:
```
63
Properties=species:S:1:pos:R:3:forces:R:3
Cr 16.730730 16.681200 -19.144510 -1.64 2.03 2.86
C 16.383260 18.996940 -16.828090 0.47 0.32 -0.53
O 16.087600 18.384660 -18.064320 0.78 -2.20 -1.69
H 15.709980 19.838010 -16.662570 -0.56 -0.19 -0.10
H 16.327470 18.328110 -15.969220 0.00 -0.17 0.00
H 17.343900 19.511230 -16.855790 0.43 -0.33 0.12
C 20.448740 19.445460 -16.165210 -0.13 -2.14 0.47
C 21.880120 18.992270 -15.894400 -1.98 -1.23 0.84
O 22.316290 19.885640 -14.926550 1.10 -1.64 0.29
C 21.555140 20.972470 -14.951800 2.51 4.64 2.95
O 21.902610 22.015770 -14.346860 -2.23 -4.01 -2.65
O 20.498150 20.734610 -15.698450 -2.09 2.49 -0.61
F 22.548300 19.161730 -17.000180 2.11 0.67 -2.64
H 19.691750 18.863340 -15.639660 0.11 0.01 0.73
H 20.144430 19.259950 -17.195300 0.51 1.02 -0.36
H 21.976530 17.928670 -15.676290 0.13 0.20 0.99
C 15.861130 20.397620 -20.997100 2.31 2.81 2.22
C 15.110880 21.757650 -20.967080 0.20 -0.58 0.89
O 13.764890 21.291100 -21.078830 0.45 -0.30 -0.62
C 13.806160 20.094900 -21.744410 -3.39 -0.22 -4.03
O 12.870700 19.615760 -22.413980 3.52 1.35 3.33
O 15.094040 19.693180 -21.830100 -2.00 -2.87 -1.41
F 15.542510 22.497040 -22.024140 -0.67 -0.06 -0.16
H 15.995570 19.970430 -20.003350 -0.64 -0.18 0.33
H 16.886330 20.467610 -21.360660 -0.17 0.38 -0.50
H 15.098390 22.405840 -20.090850 0.43 -0.27 0.04
C 16.127590 13.611910 -14.588470 -0.09 -0.75 1.10
O 16.332040 13.890470 -15.965240 -1.47 2.94 -3.83
C 15.540830 14.889370 -16.666500 0.96 -1.58 2.60
O 15.859800 15.349420 -17.802470 -0.44 -1.09 2.22
O 14.520710 15.191740 -15.866280 -0.63 0.99 -1.93
C 13.481250 16.211760 -16.309430 1.02 0.74 -1.28
H 16.830900 12.813240 -14.352700 0.59 0.48 -0.18
H 15.207940 13.099750 -14.305560 -0.62 0.65 -0.62
H 16.290680 14.495720 -13.971720 -0.03 -0.10 -0.06
H 13.014920 16.806760 -15.524180 0.70 -0.86 0.71
H 12.672660 15.861610 -16.951040 0.30 -1.14 0.32
H 14.014970 16.906330 -16.958130 0.21 0.13 0.14
C 14.945580 17.932290 -12.977510 1.11 1.06 -0.22
O 14.218510 16.767110 -13.234480 -0.63 0.56 -1.94
C 13.977250 15.907170 -12.304370 0.60 -1.65 3.22
O 14.432370 15.969170 -11.163810 -1.13 -0.47 -1.95
O 13.220390 14.914310 -12.843970 0.58 0.62 1.05
C 12.943480 13.766200 -12.006380 -0.35 -0.41 -0.55
H 14.332360 18.777740 -12.665590 -0.21 -0.30 0.26
H 15.368080 18.190840 -13.948460 0.03 0.13 -0.01
H 15.785420 17.799850 -12.295430 -0.29 -0.26 0.21
H 12.506430 13.959980 -11.026810 0.12 0.58 -0.20
H 13.815680 13.127360 -11.867600 0.21 0.29 -0.07
H 12.221850 13.228320 -12.621230 0.01 -0.12 0.26
C 13.637650 22.218780 -16.588130 -0.46 -1.82 -0.35
C 12.618980 21.241520 -15.823390 0.75 3.10 -0.39
C 13.362750 20.375700 -14.852140 0.41 -0.67 -1.03
O 13.015180 20.840920 -13.578970 1.59 -1.69 0.94
C 12.333900 21.952370 -13.628470 -2.78 1.95 -0.60
O 12.026390 22.654630 -12.704990 0.66 -0.95 -1.50
O 11.865330 22.100600 -14.957230 0.15 0.11 1.37
H 13.959910 21.702440 -17.492360 0.03 -0.10 -0.30
H 14.554830 22.308180 -16.005980 -0.19 0.35 0.30
H 13.281140 23.196810 -16.911340 -0.41 -0.21 0.42
H 11.955370 20.643210 -16.447680 -0.05 0.51 -0.21
H 14.428350 20.503880 -15.042320 0.11 -0.31 0.47
H 13.064490 19.347920 -15.059050 0.14 -0.25 0.84
```
Forces are in eV/Å.

Charge ... +1
Spin multiplicity ... 5
DFT total energy ... -3111.622821 a.u.
Expectation value of S² ... 6.1307

=====

This record from the OMol25 dataset describes a molecular structure, C17H27F6N3O7S2V in a non-equilibrium geometry. The level of theory is ωB97M-V with the def2-TZVPD basis set.

XYZ file:
```
63
Properties=species:S:1:pos:R:3:forces:R:3
V 0.014181 0.231189 -0.490658 0.70 -1.79 0.06
C -0.994969 1.162923 1.356306 -0.38 -0.15 0.11
C 0.004986 0.970875 2.393262 0.16 0.01 0.06
C -0.407332 -0.016077 3.243184 0.07 0.08 0.04
C -1.729426 -0.444202 2.847468 -0.03 0.06 -0.16
C -2.102819 0.292278 1.748314 -0.20 0.01 0.08
C -3.435089 0.295312 1.054651 0.05 -0.03 0.10
C -2.488006 -1.549676 3.523111 -0.03 0.00 -0.03
C 0.422494 -0.620547 4.337498 -0.03 0.05 -0.02
C 1.332467 1.660870 2.449185 0.03 -0.02 -0.02
C -1.339856 2.573972 0.903060 -0.05 0.13 0.00
H -3.351015 0.097466 -0.015346 -0.01 -0.01 -0.04
H -3.918057 1.274994 1.137766 -0.02 -0.01 0.00
H -4.116608 -0.444829 1.483061 0.01 0.01 0.00
H -2.023347 -2.529526 3.354146 -0.01 0.01 0.01
H -3.517568 -1.609337 3.163742 0.02 -0.01 -0.01
H -2.530172 -1.404450 4.607673 -0.01 0.00 0.01
H 0.718317 0.122088 5.087794 0.00 0.00 0.00
H 1.346902 -1.051050 3.941352 0.05 -0.03 -0.03
H -0.112582 -1.418093 4.858374 -0.01 0.00 0.01
H 2.143862 0.933167 2.326633 -0.02 0.02 0.00
H 1.478750 2.157785 3.415884 0.02 0.02 -0.01
H 1.443951 2.404576 1.656932 -0.02 -0.03 0.07
H -2.138370 2.579896 0.155979 0.07 0.02 0.02
H -0.491953 3.117658 0.486789 -0.08 -0.04 0.08
H -1.707129 3.157812 1.759411 -0.04 -0.01 0.00
C 2.456356 -3.155116 1.499966 0.02 -0.03 -0.05
O 2.333009 -2.778639 0.142149 0.03 -0.02 -0.05
C 1.228200 -1.932891 -0.109281 -0.18 -0.07 -0.04
O 1.165883 -0.833939 0.687542 -0.06 0.34 -0.07
N -0.011387 -2.730096 0.120339 0.05 0.10 0.00
N -1.039152 -1.737577 -0.077779 -0.10 0.05 0.11
H 1.802501 -3.998104 1.742271 -0.02 0.00 0.01
H 2.210032 -2.322057 2.155835 -0.01 0.07 0.06
H 3.496748 -3.445234 1.660582 0.00 -0.01 -0.01
H -0.071376 -3.358323 -0.676159 0.01 -0.05 0.04
H -1.560250 -1.629601 0.789942 0.00 -0.01 -0.11
H -1.650716 -1.963546 -0.853289 0.03 0.00 -0.04
F -2.344610 2.435697 -4.794915 0.00 0.08 -0.03
C -1.820106 1.374968 -4.165172 0.12 -0.16 -0.02
F -2.449042 0.280236 -4.650753 -0.03 0.03 0.07
F -0.535999 1.273872 -4.520989 0.03 0.04 -0.02
S -2.055221 1.553342 -2.303294 -0.69 0.27 -0.21
O -1.543202 0.158318 -1.895302 0.47 0.33 0.32
O -3.533596 1.576561 -2.262900 0.12 -0.06 0.04
N 0.383399 3.656325 -2.601465 -0.01 -0.08 0.04
S 1.264800 3.160567 -1.585636 -0.07 -0.05 0.12
O 1.695954 3.772470 -0.338308 0.08 0.13 0.00
O 0.922708 1.585740 -1.011106 0.31 0.88 -0.71
C 2.921844 2.706272 -2.312830 -0.04 -0.01 0.00
F 3.533868 3.855816 -2.668794 0.07 0.05 0.00
F 2.810051 1.972663 -3.431360 -0.03 0.01 -0.01
F 3.762306 2.060841 -1.490860 0.01 -0.02 0.06
C 0.335090 -1.763925 -3.687511 -0.12 0.03 0.00
O 0.603755 -2.277160 -2.401418 0.03 -0.03 -0.11
C 1.184770 -1.339428 -1.496860 -0.35 0.00 0.24
C 2.545031 -0.873961 -1.958936 -0.02 0.00 0.06
H -0.025981 -2.598168 -4.292070 -0.02 -0.01 0.00
H 1.231144 -1.353952 -4.163091 0.01 -0.02 0.00
H -0.430047 -0.985900 -3.648458 0.11 -0.09 0.02
H 3.167518 -1.748506 -2.186334 0.02 0.00 -0.01
H 3.023118 -0.306568 -1.163279 -0.01 0.00 0.00
H 2.490991 -0.236095 -2.836036 0.01 0.02 -0.02
```
Forces are in eV/Å.

Charge ... -2
Spin multiplicity ... 2
DFT total energy ... -3694.482784 a.u.
Expectation value of S² ... 0.8029

=====

This record from the OMol25 dataset describes a molecular structure, C17H27FHgNO2P2 in a non-equilibrium geometry. The level of theory is ωB97M-V with the def2-TZVPD basis set.

XYZ file:
```
51
Properties=species:S:1:pos:R:3:forces:R:3
Hg 0.066307 0.132416 0.722606 -0.94 0.28 -0.60
P -1.297862 -1.543098 -0.703610 1.57 -0.20 -0.63
C -0.727056 -1.858124 -2.382708 1.59 -1.41 1.20
C 0.337446 -1.007392 -2.869002 0.48 -0.41 0.89
N 0.945649 -0.160876 -1.963330 -1.20 1.12 -0.62
C 1.467814 0.971714 -2.440932 0.39 1.02 -1.03
C 1.614585 1.207941 -3.819890 0.11 0.77 1.35
C 1.337147 0.164688 -4.695548 0.16 0.14 0.35
C 0.802535 -1.003030 -4.214886 -0.24 0.31 0.20
C 1.842995 2.149313 -1.485186 -0.17 -0.21 -0.67
P 2.027680 1.687207 0.268753 0.39 -0.05 -0.02
H 0.651691 -1.825310 -4.888835 -0.51 -0.24 -0.05
H 1.937438 2.199994 -4.159931 -0.08 -0.55 0.04
H 1.501053 0.341175 -5.742173 0.17 -0.32 -0.35
H 2.794486 2.606878 -1.836397 -0.53 -0.20 0.30
H 1.066324 2.941957 -1.558853 0.31 -0.50 0.01
H 3.059847 -3.741475 -1.519830 -0.20 -0.70 0.99
H -0.490416 -2.928989 -2.599530 -0.71 0.64 -0.01
H 3.166019 -1.730808 1.190873 0.38 -0.08 -0.33
O 2.977937 -4.165699 -0.630730 -0.84 -0.59 -0.94
H 2.444110 -5.000757 -0.772721 0.99 1.49 0.09
H 1.607311 -1.187662 1.022759 -0.25 0.41 -0.34
O 2.380478 -1.481479 1.705338 -0.55 -2.30 0.99
H 2.039542 -2.357952 2.108929 0.64 1.48 -0.54
C 3.703332 0.974367 0.207467 0.56 0.17 0.14
H 4.375367 1.745725 -0.210037 -0.14 -0.37 0.21
H 4.073880 0.697682 1.207573 -0.13 0.10 -0.34
H 3.736495 0.108190 -0.471192 -0.14 0.24 0.19
C 2.227249 3.266170 1.191147 0.00 0.12 0.14
H 2.419697 3.043936 2.256900 -0.07 0.06 -0.50
H 3.062964 3.883746 0.799333 -0.46 -0.46 0.11
H 1.293191 3.854783 1.143538 0.37 -0.34 -0.04
C -2.828822 -0.675763 -1.102351 -0.13 0.36 0.52
H -3.493321 -1.461070 -1.475696 -0.06 0.27 -0.05
H -3.282244 -0.094648 -0.300028 -0.01 -0.21 0.13
H -2.561689 0.002036 -1.919116 -0.12 -0.19 0.05
C -1.618060 -3.000758 0.352428 -0.49 -0.44 -0.23
H -2.105010 -2.706411 1.297285 0.10 0.08 -0.49
H -2.286242 -3.686257 -0.188619 0.13 0.02 0.25
H -0.692374 -3.537133 0.620960 -0.27 0.35 -0.37
F -4.853096 3.371509 3.074893 0.96 -0.69 -0.43
C -3.778917 2.676643 2.562312 -0.33 0.48 -0.01
C -3.360873 1.511084 3.186071 0.15 0.05 -0.25
C -2.261678 0.817832 2.655624 -0.73 0.52 0.24
C -1.593265 1.267752 1.524700 0.29 0.53 -0.45
C -2.032443 2.448660 0.917536 -0.94 0.87 0.33
C -3.140140 3.177254 1.434560 0.53 -0.46 -0.31
H -3.897159 1.162332 4.057849 0.04 -0.03 0.04
H -1.940465 -0.082923 3.156453 -0.01 -0.18 0.11
H -1.542726 2.868976 0.022691 -0.21 -0.33 0.47
H -3.498685 4.097119 0.958383 0.17 -0.41 0.25
```
Forces are in eV/Å.

Charge ... +1
DFT total energy ... -1804.813179 a.u.

=====

> Which of these has the lowest DFT total energy?

C17H27F6N3O7S2V